--- P ---
{
  "formula": "C6H8ClN",
  "method": "the ωB97M-V functional and the def2-TZVPD basis",
  "elements": ["C", "C", "C", "C", "C", "C", "H", "H", "H", "H", "H", "H", "H", "H", "N", "Cl"],
  "positions_angstrom": [[0.033, -1.972, -0.553], [0.727, 0.137, 0.717], [-0.139, 1.066, 1.559], [-1.167, 1.282, 0.746], [-0.803, 0.441, -0.480], [0.676, 0.950, -0.611], [0.698, -1.824, -1.414], [-0.884, -2.402, -0.909], [0.480, -2.696, 0.116], [1.656, -0.299, 1.103], [0.087, 1.426, 2.515], [-2.085, 1.868, 0.879], [-1.433, 0.364, -1.329], [0.838, 2.032, -0.548], [-0.340, -0.791, 0.219], [1.655, 0.419, -2.010]],
  "mulliken_charge": [-0.883, -0.138, -0.713, -0.591, -0.255, -0.078, 0.324, 0.326, 0.314, 0.489, 0.478, 0.387, 0.550, 0.339, -0.329, -0.220],
  "lumo_energy_ev": 1.0,
  "spin_multiplicity": 1,
  "total_charge": 0,
  "e_homo_ev": -8.5,
  "gap_ev": 9.58
}

--- Q ---
{
  "formula": "C6H8ClN",
  "method": "the ωB97M-V functional and the def2-TZVPD basis",
  "elements": ["Cl", "C", "C", "C", "C", "C", "N", "C", "H", "H", "H", "H", "H", "H", "H", "H"],
  "positions_angstrom": [[4.299, 0.067, 0.065], [2.587, -0.388, 0.180], [1.663, 0.368, -0.277], [0.261, 0.097, -0.097], [-0.351, -1.080, -0.220], [-1.784, -0.857, 0.077], [-1.944, 0.541, 0.255], [-0.736, 1.260, 0.130], [2.268, -1.336, 0.692], [1.873, 1.286, -0.655], [0.237, -2.047, -0.260], [-2.026, -1.338, 1.085], [-2.466, -1.142, -0.705], [-2.759, 0.813, -0.588], [-0.560, 1.976, -0.745], [-0.561, 1.780, 1.064]],
  "mulliken_charge": [-0.201, -0.252, -0.606, 0.556, -0.388, -0.403, -0.416, -0.528, 0.281, 0.381, 0.322, 0.167, 0.281, 0.298, 0.255, 0.255],
  "lumo_energy_ev": 0.8,
  "spin_multiplicity": 1,
  "smiles": "Cl/C=C/C1=CCNC1",
  "total_charge": 0,
  "e_homo_ev": -8.5,
  "gap_ev": 9.31
}

--- R ---
{
  "formula": "C6H8ClN",
  "method": "the ωB97M-V functional and the def2-TZVPD basis",
  "elements": ["C", "C", "Cl", "C", "N", "C", "C", "C", "H", "H", "H", "H", "H", "H", "H", "H"],
  "positions_angstrom": [[1.616, -1.281, 0.589], [0.616, -0.128, 0.234], [1.812, 1.116, -0.526], [-0.113, 0.539, 1.371], [-1.103, 1.336, 1.150], [-1.631, 1.400, -0.157], [-1.407, 0.598, -1.195], [-0.487, -0.539, -1.037], [2.318, -1.370, -0.133], [1.027, -2.205, 0.884], [2.037, -0.927, 1.602], [0.371, 0.485, 2.361], [-2.220, 2.319, -0.368], [-1.947, 0.764, -2.175], [-1.139, -1.331, -0.747], [0.249, -0.777, -1.853]],
  "mulliken_charge": [-1.355, 0.457, -0.194, -0.001, -0.528, -0.214, -0.249, -0.600, 0.463, 0.300, 0.332, 0.283, 0.322, 0.301, 0.315, 0.368],
  "lumo_energy_ev": 0.1,
  "spin_multiplicity": 1,
  "smiles": "C[C@]1(Cl)C=NC=CC1",
  "total_charge": 0,
  "e_homo_ev": -9.2,
  "gap_ev": 9.24
}

Relative energies, in kJ/mol, with the most stable structure set to zero: P 92.0; Q 79.5; R 0.0.

--- P ---
{
  "formula": "C3H3IO",
  "method": "the ωB97M-V functional and the def2-TZVPD basis",
  "elements": ["C", "C", "C", "O", "I", "H", "H", "H"],
  "positions_angstrom": [[0.209, -0.439, 0.033], [-1.195, -0.508, 0.057], [-2.334, -0.834, -0.133], [-4.062, -1.182, -0.136], [-5.286, 0.317, 0.022], [0.758, 0.497, 0.364], [0.672, -1.207, 0.679], [0.325, -0.555, -1.139]],
  "mulliken_charge": [-0.958, 0.104, 0.326, -0.483, 0.262, 0.283, 0.253, 0.214],
  "lumo_energy_ev": -1.2,
  "spin_multiplicity": 1,
  "smiles": "CC#COI",
  "total_charge": 0,
  "e_homo_ev": -9.4,
  "gap_ev": 8.18
}

--- Q ---
{
  "formula": "C3H3IO",
  "method": "the ωB97M-V functional and the def2-TZVPD basis",
  "elements": ["C", "C", "C", "O", "I", "H", "H", "H"],
  "positions_angstrom": [[0.813, 0.238, 0.347], [0.799, -0.234, -0.913], [-0.645, 0.114, 0.301], [-0.583, -0.367, -1.020], [-2.033, 1.604, 0.714], [1.526, 0.599, 1.055], [1.460, -0.491, -1.715], [-1.337, -1.463, 1.232]],
  "mulliken_charge": [-0.465, -0.089, -0.210, -0.256, 0.129, 0.340, 0.374, 0.176],
  "lumo_energy_ev": [-0.6, -0.7],
  "spin_multiplicity": 1,
  "total_charge": 0,
  "e_homo_ev": [-9.0, -9.0],
  "gap_ev": [8.34, 8.38]
}

Relative energies, in kJ/mol, with the most stable structure set to zero: P 42.8; Q 0.0.

--- P ---
{
  "formula": "C6H6N2O2",
  "method": "the ωB97M-V functional and the def2-TZVPD basis",
  "elements": ["N", "C", "C", "C", "O", "C", "N", "C", "C", "O", "H", "H", "H", "H", "H", "H"],
  "positions_angstrom": [[-2.273, 0.974, -1.432], [-1.105, 0.553, -0.825], [0.172, 0.353, -1.273], [1.325, -0.116, -0.569], [2.425, -0.208, -1.138], [1.070, -0.496, 0.852], [2.306, -0.927, 1.393], [-0.202, -0.380, 1.353], [-1.331, 0.068, 0.586], [-2.438, 0.077, 1.059], [-2.988, 0.974, -0.763], [-2.315, 1.509, -2.321], [0.531, 0.687, -2.261], [3.026, -0.861, 0.656], [2.500, -0.938, 2.393], [-0.452, -0.552, 2.460]],
  "mulliken_charge": [-0.431, 0.129, -0.601, 0.840, -0.683, 0.300, -0.442, -0.889, 0.938, -0.637, 0.253, 0.234, 0.268, 0.286, 0.207, 0.228],
  "lumo_energy_ev": -1.1,
  "spin_multiplicity": 1,
  "smiles": "NC1=CC(=O)C(N)=CC1=O",
  "total_charge": 0,
  "e_homo_ev": -8.6,
  "gap_ev": 7.54
}

--- Q ---
{
  "formula": "C6H6N2O2",
  "method": "the ωB97M-V functional and the def2-TZVPD basis",
  "elements": ["C", "C", "O", "O", "C", "C", "C", "N", "C", "N", "H", "H", "H", "H", "H", "H"],
  "positions_angstrom": [[2.172, 1.557, 0.117], [0.733, 1.226, 0.050], [-0.154, 1.917, 0.472], [0.625, -0.036, -0.381], [-0.894, -0.590, -0.172], [-0.944, -2.075, -0.245], [-1.387, -0.314, 1.175], [-1.778, -0.285, 2.262], [-1.600, 0.217, -1.083], [-2.071, 0.931, -1.857], [2.690, 1.723, -0.837], [2.778, 0.608, 0.512], [2.514, 2.396, 0.896], [-0.700, -2.440, 0.717], [-1.866, -2.477, -0.636], [-0.119, -2.357, -0.992]],
  "mulliken_charge": [-1.020, 0.816, -0.498, -0.392, 1.703, -1.557, -0.045, -0.466, -0.033, -0.460, 0.285, 0.265, 0.289, 0.396, 0.364, 0.354],
  "lumo_energy_ev": 0.0,
  "spin_multiplicity": 1,
  "smiles": "CC(=O)OC(C)(C#N)C#N",
  "total_charge": 0,
  "e_homo_ev": -11.0,
  "gap_ev": 10.96
}

Relative energies, in kJ/mol, with the most stable structure set to zero: P 0.0; Q 160.0.